This record from the OMol25 dataset describes a molecular structure, C17H30LaNO2P2Te. The level of theory is wB97M-V/def2-TZVPD.

Positions of all 54 atoms, in Å:
C 4.096 -1.081 0.169
C 2.824 -0.564 0.537
N 1.724 -0.821 -0.285
C 1.845 -1.738 -1.284
C 3.072 -2.269 -1.665
C 4.212 -1.953 -0.905
C 2.595 0.146 1.745
P 1.075 0.412 2.636
La 0.294 1.183 -0.420
P -0.643 -0.797 -2.343
C 0.570 -2.175 -1.982
O 5.884 3.070 0.060
O 0.454 4.562 1.606
H 4.957 -0.786 0.783
H 3.083 -3.036 -2.449
H 5.193 -2.305 -1.238
C 1.266 -0.753 4.012
C 1.566 1.942 3.527
H 0.791 -2.647 -2.950
H -0.007 -2.918 -1.402
H 5.693 3.952 0.397
H 3.529 0.408 2.243
C -2.212 -1.722 -2.433
C -0.243 -0.526 -4.108
H -0.945 1.675 -2.229
H -0.014 5.394 1.343
H 1.227 4.599 1.049
H 5.376 2.964 -0.771
H -1.229 0.217 0.621
H -0.918 2.409 -2.033
H 2.014 -0.409 4.727
H 0.323 -0.798 4.550
H 1.493 -1.764 3.676
H 2.423 1.708 4.171
H 1.774 2.764 2.833
H 0.711 2.224 4.150
H -0.488 -1.432 -4.684
H -0.884 0.280 -4.485
H 0.810 -0.222 -4.214
H -2.435 -1.961 -3.485
H -2.127 -2.653 -1.854
H -3.017 -1.103 -2.009
Te -2.089 1.838 1.065
C -3.786 0.635 0.618
C -3.932 -0.432 1.506
C -4.868 -1.428 1.210
C -5.660 -1.318 0.058
C -5.530 -0.218 -0.798
C -4.588 0.782 -0.518
H -3.281 -0.476 2.377
H -4.983 -2.276 1.885
H -6.400 -2.090 -0.159
H -6.153 -0.137 -1.690
H -4.440 1.646 -1.159

Calculated values
Maximum force, eV/A: 3.030
Kohn-Sham gap, Ha: 0.1654
Multiplicity: 1
LUMO, eV: -0.6353